Formula: C58H50N2P3PtSSi
Source: the OMol25 dataset
Level of theory: the ωB97M-V functional and the def2-TZVPD basis

The expectation value of S² is 2.01. The LUMO energy (alpha / beta) comes out at -1.69 / -2.78 eV. Its spin multiplicity is 3. The orbital gap (alpha / beta) comes out at 6.32 / 7.60 eV. Its charge is +1. The calculation puts the total energy at -113763.068 eV. Its largest force on an atom is 0.69 eV/Å.

Geometry (Å):
Pt1 0.105 -0.240 -0.380
C1 -4.754 3.904 -0.966
C2 -3.892 3.719 0.108
C3 -3.143 2.559 0.204
C4 -3.228 1.563 -0.775
C5 -4.093 1.762 -1.849
C6 -4.851 2.924 -1.938
P1 -2.283 0.004 -0.478
C7 -3.147 -1.176 -1.574
C8 -2.928 -1.002 -2.944
C9 -3.552 -1.821 -3.872
C10 -4.373 -2.855 -3.438
C11 -4.554 -3.065 -2.079
C12 -3.945 -2.232 -1.148
C13 -2.827 -0.299 1.257
C14 -4.179 -0.496 1.540
C15 -4.601 -0.715 2.842
C16 -3.677 -0.712 3.878
C17 -2.343 -0.442 3.612
C18 -1.898 -0.216 2.306
Si1 -0.163 0.348 1.857
C19 1.305 -0.401 2.763
C20 1.484 -0.268 4.146
C21 2.593 -0.799 4.783
C22 3.556 -1.473 4.041
C23 3.404 -1.605 2.672
C24 2.280 -1.085 2.022
P2 2.190 -1.221 0.176
C25 2.374 -3.006 -0.178
C26 2.568 -3.395 -1.504
C27 2.759 -4.729 -1.832
C28 2.701 -5.700 -0.841
C29 2.447 -5.328 0.471
C30 2.288 -3.989 0.804
C31 3.859 -0.555 -0.214
C32 4.807 -1.198 -1.009
C33 6.084 -0.670 -1.150
C34 6.435 0.497 -0.493
C35 5.498 1.143 0.300
C36 4.221 0.626 0.431
C37 -0.190 2.244 1.878
C38 -0.577 2.936 3.032
C39 -0.719 4.314 3.036
C40 -0.428 5.040 1.887
C41 -0.013 4.379 0.743
C42 0.067 2.983 0.713
P3 0.568 2.122 -0.830
C43 2.109 3.034 -1.224
C44 2.585 3.074 -2.535
C45 3.734 3.785 -2.848
C46 4.415 4.481 -1.860
C47 3.949 4.451 -0.555
C48 2.816 3.718 -0.233
C49 -0.508 2.638 -2.216
C50 -1.346 3.748 -2.241
C51 -2.087 4.041 -3.378
C52 -2.007 3.229 -4.500
C53 -1.187 2.110 -4.481
C54 -0.450 1.814 -3.343
H1 -5.355 4.802 -1.036
H2 -3.813 4.473 0.882
H3 -2.506 2.417 1.066
H4 -4.199 1.014 -2.617
H5 -5.531 3.051 -2.772
H6 -2.274 -0.202 -3.278
H7 -3.402 -1.656 -4.932
H8 -4.868 -3.495 -4.157
H9 -5.184 -3.879 -1.739
H10 -4.091 -2.409 -0.091
H11 -4.908 -0.469 0.738
H12 -5.650 -0.882 3.051
H13 -3.999 -0.901 4.895
H14 -1.637 -0.399 4.435
H15 0.747 0.270 4.735
H16 2.714 -0.683 5.852
H17 4.432 -1.883 4.528
H18 4.169 -2.112 2.095
H19 2.573 -2.643 -2.286
H20 2.961 -5.010 -2.859
H21 2.844 -6.743 -1.095
H22 2.381 -6.082 1.245
H23 2.086 -3.717 1.830
H24 4.577 -2.125 -1.504
H25 6.811 -1.189 -1.762
H26 7.438 0.895 -0.587
H27 5.768 2.048 0.825
H28 3.506 1.116 1.080
H29 -0.784 2.383 3.944
H30 -1.045 4.824 3.934
H31 -0.520 6.119 1.885
H32 0.280 4.954 -0.128
H33 2.048 2.562 -3.322
H34 4.084 3.815 -3.872
H35 5.302 5.050 -2.109
H36 4.467 5.001 0.221
H37 2.458 3.718 0.789
H38 -1.444 4.388 -1.376
H39 -2.734 4.908 -3.380
H40 -2.589 3.463 -5.382
H41 -1.122 1.468 -5.351
H42 0.176 0.928 -3.320
S1 -0.856 -2.816 0.408
C55 -0.968 -3.739 -1.023
N1 -1.550 -4.945 -0.973
C56 -1.744 -5.811 -2.132
C57 -0.630 -5.545 -3.128
C58 -0.581 -4.060 -3.439
N2 -0.507 -3.306 -2.193
H43 -1.892 -5.228 -0.071
H44 -2.722 -5.619 -2.582
H45 -1.720 -6.845 -1.794
H46 -0.785 -6.115 -4.043
H47 0.316 -5.853 -2.680
H48 -1.469 -3.761 -4.000
H49 0.297 -3.822 -4.039
H50 -0.161 -2.356 -2.189



Formula: C58H51F7O6
Source: the OMol25 dataset
Level of theory: the ωB97M-V functional and the def2-TZVPD basis

The LUMO energy comes out at -0.83 eV. The orbital gap comes out at 8.24 eV. Its charge is 0. The calculation puts the total energy at -92274.835 eV. Its largest force on an atom is 4.03 eV/Å. As for the SMILES: CC(=O)OCCCc1c(COO)ccc2c1C(=O)C=CC2=O.Fc1ccccc1.Fc1ccccc1.Fc1ccccc1.Fc1ccccc1.Fc1ccccc1.Fc1ccccc1.Fc1ccccc1.

Geometry (Å):
C1 3.346 1.062 2.015
C2 3.633 -0.153 1.060
O1 2.999 -1.174 1.112
O2 4.662 0.003 0.119
C3 4.297 1.014 -0.867
C4 3.227 0.439 -1.871
C5 2.110 1.474 -2.278
C6 0.900 1.511 -1.306
C7 0.082 0.314 -1.001
C8 0.375 -1.096 -1.653
O3 -0.908 -1.623 -2.076
O4 -1.348 -0.825 -3.121
C9 -1.073 0.345 -0.090
C10 -1.514 1.640 0.584
C11 -0.706 2.809 0.245
C12 0.471 2.752 -0.657
C13 1.212 4.118 -0.868
O5 2.412 4.233 -0.953
C14 0.259 5.364 -0.913
C15 -0.830 5.416 -0.101
C16 -1.105 4.199 0.851
O6 -1.550 4.346 1.964
H1 2.640 0.759 2.820
H2 4.332 1.431 2.392
H3 2.926 1.886 1.373
H4 5.251 1.209 -1.434
H5 4.013 1.994 -0.402
H6 3.783 0.183 -2.822
H7 2.847 -0.532 -1.468
H8 1.707 1.142 -3.282
H9 2.605 2.461 -2.444
H10 0.841 -1.758 -0.873
H11 1.094 -0.985 -2.505
H12 -2.053 -0.247 -2.771
H13 -1.662 -0.578 0.105
H14 -2.384 1.725 1.271
H15 0.425 6.218 -1.607
H16 -1.558 6.259 -0.106
F1 2.466 -4.327 -1.719
C17 1.356 -5.022 -1.414
C18 0.200 -4.805 -2.141
C19 -0.945 -5.525 -1.831
C20 -0.924 -6.447 -0.790
C21 0.243 -6.654 -0.064
C22 1.393 -5.941 -0.381
H17 0.200 -4.076 -2.942
H18 -1.854 -5.367 -2.399
H19 -1.820 -7.006 -0.546
H20 0.258 -7.369 0.749
H21 2.314 -6.094 0.168
F2 4.301 1.940 4.807
C23 4.096 0.903 5.638
C24 4.705 -0.310 5.369
C25 4.497 -1.380 6.230
C26 3.676 -1.227 7.342
C27 3.067 -0.004 7.597
C28 3.282 1.070 6.743
H22 5.334 -0.412 4.494
H23 4.974 -2.333 6.035
H24 3.511 -2.064 8.010
H25 2.424 0.113 8.461
H26 2.823 2.033 6.930
F3 -5.086 -5.940 0.933
C29 -5.423 -5.292 -0.196
C30 -4.520 -4.417 -0.771
C31 -4.866 -3.751 -1.939
C32 -6.115 -3.960 -2.512
C33 -7.017 -4.839 -1.922
C34 -6.667 -5.514 -0.759
H27 -3.554 -4.260 -0.305
H28 -4.162 -3.069 -2.402
H29 -6.385 -3.437 -3.422
H30 -7.992 -4.999 -2.367
H31 -7.352 -6.208 -0.289
F4 0.171 8.370 0.387
C35 0.647 8.295 1.645
C36 1.106 7.083 2.127
C37 1.601 7.009 3.423
C38 1.621 8.146 4.223
C39 1.153 9.357 3.728
C40 0.667 9.435 2.428
H32 1.075 6.208 1.494
H33 1.970 6.067 3.808
H34 2.004 8.087 5.236
H35 1.165 10.241 4.353
H36 0.306 10.372 2.023
F5 -2.217 -0.427 2.836
C41 -1.814 -0.091 4.076
C42 -1.591 1.241 4.380
C43 -1.180 1.585 5.661
C44 -0.987 0.596 6.618
C45 -1.211 -0.738 6.298
C46 -1.632 -1.085 5.021
H37 -1.738 1.998 3.619
H38 -1.009 2.625 5.912
H39 -0.662 0.866 7.616
H40 -1.056 -1.509 7.043
H41 -1.819 -2.118 4.756
F6 -9.928 -5.498 -3.643
C47 -9.530 -5.580 -4.925
C48 -10.056 -6.569 -5.735
C49 -9.649 -6.651 -7.060
C50 -8.713 -5.750 -7.556
C51 -8.188 -4.763 -6.730
C52 -8.603 -4.673 -5.408
H42 -10.778 -7.267 -5.329
H43 -10.060 -7.417 -7.706
H44 -8.393 -5.818 -8.589
H45 -7.456 -4.064 -7.116
H46 -8.211 -3.906 -4.752
F7 6.906 2.263 -1.655
C53 7.070 2.589 -2.950
C54 6.839 3.892 -3.355
C55 7.013 4.229 -4.691
C56 7.404 3.258 -5.607
C57 7.627 1.952 -5.187
C58 7.465 1.615 -3.849
H47 6.527 4.631 -2.628
H48 6.843 5.247 -5.018
H49 7.535 3.522 -6.650
H50 7.928 1.196 -5.902
H51 7.642 0.605 -3.502



Formula: C58H52N2O8PS2W
Source: the OMol25 dataset
Level of theory: the ωB97M-V functional and the def2-TZVPD basis

The LUMO energy comes out at -4.20 eV. The orbital gap comes out at 5.90 eV. Its charge is +1. The calculation puts the total energy at -113129.277 eV. Its largest force on an atom is 2.59 eV/Å.

Geometry (Å):
W1 -0.254 0.177 0.931
O1 -0.921 1.380 4.352
C1 -1.546 1.263 3.330
O2 -1.311 0.260 2.470
C2 -2.649 2.201 2.892
P1 -2.944 1.948 1.056
C3 -4.685 2.522 1.024
C4 -5.687 1.638 1.411
C5 -7.014 2.030 1.371
C6 -7.352 3.306 0.950
C7 -6.357 4.186 0.560
C8 -5.031 3.794 0.583
C9 -2.044 3.372 0.308
C10 -1.766 4.635 0.981
C11 -0.707 5.423 0.761
C12 0.452 5.014 -0.072
C13 0.731 3.489 0.007
C14 -1.496 2.959 -0.862
H1 -2.388 3.225 3.173
H2 -3.567 1.916 3.418
H3 -5.422 0.641 1.736
H4 -7.790 1.340 1.665
H5 -8.386 3.617 0.928
H6 -6.614 5.182 0.232
H7 -4.267 4.483 0.255
H8 -2.521 4.966 1.683
H9 -0.642 6.378 1.261
H10 1.319 5.641 0.121
H11 1.778 3.266 -0.194
H12 -1.949 2.099 -1.343
O3 0.232 0.070 -2.981
C15 0.119 0.897 -2.098
O4 -0.394 0.550 -0.903
C16 0.478 2.323 -2.238
C17 1.445 2.724 -3.090
C18 1.835 4.107 -3.203
C19 1.205 5.075 -2.527
C20 0.095 4.810 -1.574
C21 -0.130 3.309 -1.293
S1 0.253 2.614 1.534
H13 1.949 1.995 -3.707
H14 2.636 4.342 -3.888
H15 1.456 6.116 -2.676
H16 -0.800 5.357 -1.888
C22 4.524 -3.598 -1.719
C23 3.565 -2.412 -1.810
C24 3.634 -1.738 -3.178
O5 2.242 -2.892 -1.531
C25 1.682 -2.064 -0.546
C26 2.934 -1.623 0.230
O6 3.847 -1.433 -0.823
C27 2.734 -0.368 1.121
O7 1.579 0.318 0.692
C28 3.949 0.565 1.156
C29 3.719 1.893 1.491
C30 4.769 2.780 1.640
C31 6.071 2.344 1.475
C32 6.309 1.020 1.153
C33 5.258 0.131 0.994
C34 2.570 -0.839 2.571
C35 3.517 -1.667 3.166
C36 3.355 -2.092 4.471
C37 2.249 -1.699 5.208
C38 1.332 -0.830 4.648
C39 1.503 -0.393 3.341
C40 0.570 -2.715 0.314
O8 -0.013 -1.641 1.033
C41 -0.479 -3.400 -0.567
C42 -1.444 -4.192 0.051
C43 -2.380 -4.881 -0.696
C44 -2.353 -4.819 -2.080
C45 -1.404 -4.028 -2.704
C46 -0.487 -3.298 -1.955
C47 1.115 -3.779 1.260
C48 0.858 -3.703 2.621
C49 1.326 -4.688 3.474
C50 2.044 -5.759 2.971
C51 2.275 -5.852 1.609
C52 1.808 -4.872 0.751
H17 4.213 -4.359 -2.428
H18 4.504 -4.018 -0.717
H19 5.532 -3.272 -1.952
H20 3.462 -2.473 -3.958
H21 4.618 -1.294 -3.304
H22 2.882 -0.955 -3.241
H23 1.224 -1.165 -1.031
H24 3.259 -2.474 0.850
H25 2.705 2.225 1.660
H26 4.567 3.805 1.906
H27 6.894 3.030 1.606
H28 7.323 0.671 1.033
H29 5.470 -0.892 0.734
H30 4.399 -1.964 2.619
H31 4.104 -2.729 4.914
H32 2.125 -2.043 6.222
H33 0.490 -0.465 5.219
H34 0.853 0.408 2.949
H35 -1.456 -4.268 1.128
H36 -3.117 -5.493 -0.199
H37 -3.062 -5.381 -2.668
H38 -1.342 -4.000 -3.783
H39 0.246 -2.701 -2.472
H40 0.277 -2.872 3.004
H41 1.125 -4.620 4.531
H42 2.416 -6.522 3.638
H43 2.814 -6.698 1.211
H44 1.970 -4.950 -0.313
C53 -2.586 -1.431 -4.818
C54 -3.068 -0.696 -3.626
C55 -3.894 0.405 -3.680
C56 -4.230 1.055 -2.481
N1 -3.780 0.618 -1.315
C57 -3.038 -0.478 -1.261
S2 -2.608 -1.185 0.219
N2 -2.673 -1.122 -2.412
C58 -5.101 2.254 -2.466
H45 -3.001 -1.003 -5.726
H46 -2.864 -2.482 -4.761
H47 -1.498 -1.371 -4.858
H48 -4.268 0.766 -4.623
H49 -2.070 -1.952 -2.323
H50 -5.487 2.477 -3.455
H51 -4.540 3.108 -2.090
H52 -5.921 2.092 -1.768



Formula: C58H53BrCl2IKN2O7P2
Source: the OMol25 dataset
Level of theory: the ωB97M-V functional and the def2-TZVPD basis

The LUMO energy comes out at 3.84 eV. The orbital gap comes out at 5.81 eV. Its charge is -2. The calculation puts the total energy at -216415.997 eV. Its largest force on an atom is 1.58 eV/Å.

Geometry (Å):
K1 0.317 0.111 0.387
C1 -1.392 -0.316 3.479
P1 -2.735 -0.314 2.195
C2 -3.143 -2.125 2.128
C3 -2.221 -3.147 2.356
C4 -2.569 -4.480 2.174
C5 -3.844 -4.826 1.753
C6 -4.772 -3.821 1.512
C7 -4.421 -2.493 1.693
C8 -4.198 0.152 3.245
C9 -4.524 -0.579 4.389
C10 -5.635 -0.259 5.153
C11 -6.450 0.804 4.785
C12 -6.144 1.534 3.647
C13 -5.029 1.208 2.883
C14 -0.725 1.009 3.728
C15 -0.521 1.637 4.947
C16 0.310 2.757 4.685
C17 0.552 2.732 3.320
C18 1.450 3.570 2.448
P2 1.185 3.030 0.697
C19 2.524 4.083 -0.057
C20 3.841 3.693 0.212
C21 4.924 4.393 -0.292
C22 4.716 5.506 -1.098
C23 3.419 5.891 -1.398
C24 2.334 5.187 -0.887
C25 -0.248 4.033 0.129
C26 -0.724 5.190 0.740
C27 -1.738 5.933 0.154
C28 -2.300 5.527 -1.050
C29 -1.857 4.360 -1.652
C30 -0.840 3.622 -1.064
N1 -0.080 1.684 2.727
H1 -0.634 -1.007 3.102
H2 -1.781 -0.723 4.413
H3 -1.216 -2.915 2.684
H4 -1.831 -5.251 2.358
H5 -4.110 -5.866 1.607
H6 -5.774 -4.073 1.183
H7 -5.155 -1.719 1.498
H8 -3.906 -1.420 4.681
H9 -5.870 -0.845 6.035
H10 -7.316 1.062 5.384
H11 -6.770 2.367 3.351
H12 -4.780 1.800 2.014
H13 -0.913 1.325 5.907
H14 0.687 3.473 5.403
H15 2.503 3.365 2.667
H16 1.308 4.647 2.566
H17 4.014 2.809 0.813
H18 5.931 4.061 -0.066
H19 5.559 6.056 -1.499
H20 3.245 6.749 -2.039
H21 1.331 5.504 -1.145
H22 -0.312 5.514 1.687
H23 -2.092 6.834 0.642
H24 -3.086 6.113 -1.510
H25 -2.304 4.015 -2.577
H26 -0.501 2.706 -1.538
C31 4.326 0.337 2.966
C32 3.622 0.271 1.618
O1 2.394 0.300 1.612
C33 4.411 0.187 0.404
C34 5.811 0.317 0.447
C35 6.584 0.296 -0.686
C36 5.947 0.138 -1.933
C37 4.592 -0.013 -2.021
C38 3.743 -0.006 -0.861
O2 2.490 -0.175 -0.960
H27 3.562 0.344 3.741
H28 4.922 1.248 3.049
H29 4.986 -0.522 3.100
H30 6.297 0.452 1.407
H31 7.659 0.419 -0.626
H32 6.547 0.125 -2.837
H33 4.109 -0.140 -2.981
O3 -3.312 1.350 -0.842
H34 -3.697 0.851 -0.112
H35 -2.670 0.711 -1.212
O4 -2.652 2.647 1.777
H36 -2.611 2.481 0.823
H37 -1.743 2.496 2.109
O5 1.349 -2.144 2.390
H38 1.765 -1.267 2.307
H39 0.702 -2.152 1.672
Br1 1.080 3.454 -5.004
C39 -0.233 2.119 -5.352
C40 -1.125 2.357 -6.388
C41 -2.108 1.423 -6.673
C42 -2.200 0.267 -5.910
C43 -1.305 0.043 -4.878
C44 -0.292 0.959 -4.586
I1 1.050 0.476 -3.043
H40 -1.047 3.270 -6.963
H41 -2.800 1.602 -7.487
H42 -2.974 -0.462 -6.117
H43 -1.382 -0.845 -4.263
Cl1 0.893 -5.552 1.450
C45 2.172 -5.054 0.389
C46 3.475 -5.181 0.827
C47 4.511 -4.803 -0.010
C48 4.228 -4.294 -1.263
C49 2.914 -4.150 -1.685
Cl2 2.653 -3.402 -3.218
C50 1.837 -4.534 -0.874
N2 0.486 -4.375 -1.179
C51 -0.118 -4.547 -2.415
C52 0.401 -5.444 -3.352
C53 -0.207 -5.626 -4.581
C54 -1.369 -4.934 -4.888
C55 -1.925 -4.102 -3.926
C56 -1.337 -3.902 -2.682
C57 -2.070 -3.091 -1.643
C58 -1.408 -1.816 -1.071
O6 -1.685 -0.740 -1.638
O7 -0.686 -1.943 -0.045
H44 3.662 -5.566 1.819
H45 5.537 -4.886 0.323
H46 5.018 -3.950 -1.915
H47 0.008 -3.733 -0.546
H48 1.303 -5.991 -3.108
H49 0.232 -6.310 -5.297
H50 -1.845 -5.057 -5.852
H51 -2.861 -3.595 -4.135
H52 -2.287 -3.741 -0.788
H53 -3.015 -2.763 -2.072